204
Properties=species:S:1:pos:R:3:forces:R:3:mulliken_charge:R:1 method="wB97M-V/def2-TZVPD" e_homo_ev=-8.47 homo_lumo_gap_ev=8.99 e_tot_ev=-94358.565 de_lowest_ev=4.7133 smiles=COC[C@H](C)N.COC[C@H](C)N.COC[C@H](C)N.COC[C@H](C)N.COC[C@H](C)N.COC[C@H](C)N.COC[C@H](C)N.COC[C@H](C)N.COC[C@H](C)N.COC[C@H](C)N.COC[C@H](C)N.COC[C@H](C)N largest_force_ev_per_a=2.4
C 4.84735 -4.90422 -4.53380 -0.86 -0.06 0.75 -0.700
O 4.51450 -4.94566 -3.14327 0.86 -0.10 0.02 -0.400
C 3.62064 -3.93944 -2.75087 -1.37 0.02 -0.59 -0.269
C 3.50001 -3.71278 -1.24603 0.46 1.81 -0.19 1.627
C 3.46805 -4.95500 -0.45657 0.05 -1.79 1.13 -1.696
N 2.28998 -2.92283 -0.99815 -0.43 -0.45 -0.15 0.384
H 5.53992 -5.70934 -4.76643 0.17 0.10 0.25 0.280
H 5.25686 -3.92526 -4.78706 0.11 -0.01 -0.18 0.332
H 3.93515 -5.09567 -5.10578 -0.03 0.19 -0.26 0.202
H 3.80730 -2.99072 -3.26766 0.43 0.15 0.14 0.382
H 2.59372 -4.17444 -3.06600 -0.07 -0.36 -0.16 -0.233
H 4.38486 -3.13097 -0.96397 0.03 0.00 0.21 -0.706
H 2.79392 -5.71273 -0.86693 0.25 -0.08 -0.39 0.264
H 3.09105 -4.86031 0.56647 0.01 0.70 0.01 0.492
H 4.46856 -5.36208 -0.30169 -0.07 -0.29 -0.45 0.413
H 1.75803 -3.34585 -0.25384 0.00 -0.12 -0.05 -0.612
H 2.33552 -1.93867 -0.76277 0.54 0.09 -0.33 -0.042
C -2.67342 4.13790 -3.62838 -0.08 0.28 1.20 -0.378
O -3.70552 4.08367 -2.63235 0.17 -0.57 -0.85 -0.436
C -3.17574 3.74763 -1.36266 -1.11 0.04 0.31 -0.717
C -4.23515 3.01557 -0.52605 0.66 -1.35 1.48 0.306
C -3.52941 2.36406 0.72383 -0.04 0.84 -0.47 -0.980
N -4.78127 1.84308 -1.20768 -0.75 0.20 -1.16 -0.458
H -1.93132 4.85403 -3.26237 0.30 -0.02 -0.25 0.109
H -3.05041 4.50474 -4.57920 -0.32 -0.20 0.09 0.284
H -2.21295 3.15203 -3.70745 0.08 -0.01 -0.31 0.150
H -2.30201 3.09060 -1.37828 0.17 0.10 -0.48 0.390
H -2.93790 4.70762 -0.89485 0.37 -0.18 0.45 0.293
H -5.02385 3.69080 -0.18447 0.07 0.27 -0.08 0.250
H -2.92268 1.50891 0.42716 0.22 0.25 -0.33 0.283
H -4.21667 1.92861 1.45082 -0.31 0.39 -0.01 0.364
H -2.88985 3.10374 1.21090 0.02 -0.10 0.23 0.130
H -5.30511 2.12995 -2.03214 0.39 0.17 -0.26 0.257
H -5.52764 1.43584 -0.65373 0.25 -0.05 0.43 0.256
C 0.23556 -6.34956 0.73369 -0.57 1.48 0.54 -0.517
O 0.25266 -7.13853 -0.41238 0.42 -0.41 -0.19 0.078
C 0.62224 -8.50090 -0.19663 0.33 0.41 -0.85 -1.048
C 0.68830 -9.19505 -1.56282 -1.50 0.25 -0.62 0.904
C -0.70992 -9.42744 -2.09159 -1.70 1.12 -0.08 -1.245
N 1.43422 -10.41748 -1.48709 0.55 -0.43 0.44 -0.794
H -0.73963 -6.28555 1.23337 -0.07 -0.98 0.24 0.260
H 0.30399 -5.28543 0.48014 0.54 -0.12 -0.60 -0.153
H 1.03607 -6.53362 1.45281 0.00 -0.39 -0.04 0.408
H 1.61701 -8.61306 0.24232 0.02 0.34 0.28 0.403
H -0.12489 -8.96595 0.45251 0.01 -0.27 0.04 0.369
H 1.07700 -8.55828 -2.36310 0.87 0.30 0.64 0.012
H -1.43823 -9.80382 -1.36673 0.33 -0.59 0.11 0.371
H -0.79466 -9.96908 -3.03440 0.35 -0.31 0.15 0.424
H -1.15423 -8.45183 -2.32178 0.10 0.11 -0.05 0.120
H 0.90094 -11.03894 -0.88617 0.20 -0.29 -0.06 0.282
H 1.43884 -10.83402 -2.40966 0.09 -0.19 0.05 0.303
C -5.33605 -3.46538 -2.60183 0.37 -1.11 -1.45 -0.961
O -4.02001 -3.11519 -2.27740 0.68 -0.25 0.23 0.001
C -3.88656 -1.98360 -1.45126 -0.27 -0.42 0.90 -0.221
C -4.30592 -2.36508 -0.01758 -1.66 -0.02 1.42 0.675
C -4.39330 -1.22489 0.97785 1.68 0.42 -0.36 -1.109
N -3.43346 -3.43518 0.49099 1.07 0.38 -1.80 -0.463
H -5.93066 -4.00280 -1.85924 0.06 0.66 0.58 0.278
H -5.16947 -4.24426 -3.35323 -0.30 0.13 -0.24 0.237
H -5.85615 -2.64438 -3.10121 -0.26 0.09 0.34 0.370
H -2.83336 -1.69691 -1.40101 0.09 -0.12 -0.25 -0.308
H -4.44043 -1.17743 -1.94026 -0.19 0.32 0.66 0.539
H -5.33768 -2.73643 0.03537 -0.19 -0.14 -0.97 0.086
H -4.81708 -1.58084 1.91526 -0.11 0.22 0.00 0.437
H -4.87759 -0.33321 0.58349 -0.45 -0.24 0.05 0.102
H -3.35810 -0.90744 1.14750 -0.01 0.11 0.43 -0.037
H -3.61379 -3.96551 1.32752 -0.74 0.42 0.10 0.233
H -3.37131 -4.06189 -0.30468 0.30 -0.46 0.35 0.153
C -2.81490 3.60625 8.19575 0.41 0.24 -0.21 -0.570
O -3.46489 4.37401 7.19728 0.09 -0.16 0.02 -0.344
C -4.03944 3.61289 6.12863 -0.40 0.03 1.16 -0.783
C -4.60324 4.60969 5.14972 1.53 0.27 -1.80 0.526
C -5.40843 3.94714 4.03452 -1.35 -1.10 1.66 -1.476
N -3.52608 5.35306 4.41956 -1.21 0.14 1.35 -0.415
H -2.61272 4.21628 9.07634 -0.57 0.23 -0.03 0.261
H -1.80096 3.32764 7.89031 -0.10 -0.43 -0.38 0.088
H -3.39840 2.72851 8.47661 0.01 -0.08 0.03 0.329
H -3.32121 2.87463 5.76077 0.16 0.22 -0.48 0.312
H -4.89871 3.04200 6.50168 0.01 -0.15 0.28 0.428
H -5.15582 5.33635 5.74758 -0.37 -0.17 -0.12 0.258
H -6.15282 4.62972 3.63026 0.46 0.06 -0.66 0.343
H -6.01966 3.14129 4.46230 -0.22 0.15 0.24 0.467
H -4.80394 3.35187 3.35124 0.24 0.75 -0.45 0.300
H -2.67963 5.28469 4.96495 0.42 0.10 -0.69 0.217
H -3.54639 5.05823 3.45910 0.94 -0.09 0.01 0.115
C -0.05726 5.76568 1.79953 -0.12 -0.23 1.26 -0.021
O -0.23917 7.14417 2.07992 0.45 -0.20 -0.19 -0.451
C -1.42571 7.63803 1.53067 -0.75 -0.43 -0.91 -0.358
C -1.68588 9.06214 1.97721 0.07 0.06 0.39 0.379
C -1.81783 9.13930 3.47894 0.66 0.46 0.85 -1.380
N -2.85543 9.67200 1.33751 0.52 -0.29 -0.81 -0.727
H 0.96097 5.50025 2.07987 0.18 0.17 -0.46 -0.135
H -0.30995 5.42254 0.79654 0.22 0.44 -0.24 0.123
H -0.65991 5.16782 2.49522 -0.39 0.04 0.00 0.306
H -1.37184 7.58951 0.43476 0.05 0.18 -0.12 0.284
H -2.24953 6.95729 1.78870 -0.26 0.17 0.30 0.115
H -0.80507 9.63491 1.67715 -0.03 0.05 -0.15 0.331
H -2.85323 8.93986 3.75229 0.10 -0.12 0.30 0.291
H -1.51584 10.13274 3.82318 -0.53 0.25 -0.09 0.372
H -1.11686 8.52044 4.04273 -0.23 -0.50 -0.26 0.299
H -2.90326 10.65160 1.57779 -0.08 0.00 0.04 0.260
H -3.72824 9.23204 1.59491 0.06 -0.08 0.21 0.253
C 1.46503 -1.55250 -4.39438 -1.25 -0.23 -0.51 -0.207
O 0.47087 -0.79887 -5.09114 0.59 -0.53 -0.60 -0.513
C -0.87037 -1.18557 -4.87261 -1.19 1.18 0.14 -0.025
C -1.64571 -1.80905 -6.09034 0.77 -0.09 1.70 0.119
C -3.12957 -1.99995 -5.86728 -0.01 1.26 0.39 -1.210
N -1.07911 -3.10934 -6.41023 1.16 0.40 -0.75 -0.612
H 1.12193 -1.66619 -3.36396 0.63 0.01 0.24 0.067
H 2.40674 -1.02620 -4.52614 0.01 -0.02 0.29 0.345
H 1.52079 -2.55842 -4.82036 0.27 -0.09 0.06 0.101
H -1.00009 -1.80171 -3.97652 0.24 -0.36 -0.08 -0.168
H -1.29726 -0.20849 -4.61373 -0.72 -0.15 -0.08 0.362
H -1.55239 -1.08435 -6.90114 0.31 -0.29 -0.27 0.381
H -3.44668 -2.82577 -5.23157 0.37 -0.32 -0.22 0.065
H -3.52113 -2.04670 -6.88181 -0.63 -0.27 0.28 0.372
H -3.49059 -1.10580 -5.34761 -0.37 0.08 -0.30 0.385
H -0.11069 -2.87213 -6.62603 0.11 -0.49 -0.33 0.338
H -0.99156 -3.63385 -5.54127 -0.31 0.11 0.04 -0.001
C 2.77593 3.91617 -0.61797 -0.88 1.13 0.70 -0.393
O 1.53987 4.64270 -0.70247 -0.47 -0.82 0.38 0.084
C 1.36902 5.50324 -1.79323 1.24 0.65 -0.50 -0.540
C 2.25718 6.78299 -1.72914 -0.54 0.00 0.70 0.239
C 2.05743 7.56404 -0.41515 -0.22 0.31 -0.89 -0.814
N 1.98365 7.72173 -2.79797 0.28 0.12 -0.79 -0.679
H 3.52885 4.67324 -0.39390 0.62 -0.43 -0.34 0.418
H 2.98900 3.27383 -1.47310 0.03 0.26 -0.26 0.299
H 2.67287 3.29731 0.27289 0.03 -0.10 -0.05 -0.368
H 1.65077 4.96123 -2.70366 -0.23 0.07 -0.28 0.332
H 0.33392 5.84093 -1.87569 -0.18 -0.34 0.29 -0.004
H 3.28717 6.43074 -1.80955 0.16 0.33 -0.08 0.395
H 1.06222 8.02045 -0.43355 -0.46 -0.77 0.37 0.106
H 2.60456 8.50828 -0.44988 0.84 -0.45 0.17 0.425
H 2.24978 6.95399 0.46320 -0.16 0.27 0.15 0.023
H 1.00673 7.95462 -2.92100 -0.10 -0.11 0.30 0.234
H 2.33588 7.45437 -3.70735 0.07 -0.20 0.09 0.263
C 6.77047 -2.89553 0.96726 -0.83 0.83 0.51 -0.739
O 6.23774 -2.74737 2.28012 -0.80 -1.29 0.36 -0.389
C 5.71964 -1.47189 2.59425 1.61 0.75 -0.80 -0.983
C 4.34964 -1.15732 1.98714 -1.44 -0.78 0.72 2.913
C 4.09677 0.29882 1.65654 0.98 0.59 0.14 -1.004
N 3.25167 -1.60004 2.89443 0.33 0.43 -0.27 -0.462
H 6.04512 -2.56836 0.21665 0.14 0.37 -0.06 0.314
H 6.91245 -3.94668 0.72782 0.48 -0.01 0.48 0.230
H 7.66149 -2.26494 0.96369 0.29 -0.32 -0.66 0.408
H 5.76800 -1.35166 3.67815 -0.57 -0.35 0.10 0.318
H 6.51909 -0.78269 2.28185 -0.36 0.54 -0.41 0.398
H 4.22933 -1.73740 1.06880 0.17 -0.05 -0.06 -1.726
H 4.16943 0.97025 2.51842 0.62 -0.23 0.25 -0.168
H 3.12648 0.60759 1.27395 -0.01 -0.87 -0.56 -0.121
H 4.90058 0.53955 0.95766 -0.24 0.64 -0.09 0.565
H 3.30304 -0.93122 3.65689 -0.29 -0.23 0.32 0.105
H 3.43495 -2.51658 3.28641 0.12 -0.05 -0.03 0.297
C -0.95496 -4.61992 -2.42443 0.35 -0.65 0.58 0.472
O -0.56806 -4.55678 -3.79242 0.13 0.92 0.23 0.367
C 0.05382 -5.67463 -4.43597 -1.27 -0.17 0.21 -0.898
C -1.06353 -6.69189 -4.83074 1.35 0.61 0.69 0.795
C -0.46316 -7.92976 -5.47013 -0.14 -0.22 -0.01 -1.741
N -2.03064 -6.09573 -5.72272 -0.40 -0.76 0.25 -0.606
H -1.38272 -5.59646 -2.18987 -0.28 0.04 0.04 0.079
H -1.63687 -3.82320 -2.13025 -0.46 -0.06 -0.90 -0.587
H -0.17218 -4.46290 -1.67388 0.82 -0.23 -0.61 -0.280
H 0.44458 -5.28350 -5.37747 0.43 0.09 0.15 0.340
H 0.83156 -6.10636 -3.80234 0.11 -0.06 -0.03 0.468
H -1.50952 -6.91489 -3.85905 -0.47 -0.36 -0.26 -0.070
H -1.24945 -8.67370 -5.60117 0.04 0.00 -0.25 0.388
H 0.34047 -8.41266 -4.91150 -0.03 0.24 0.30 0.290
H -0.03183 -7.66694 -6.43884 -0.14 -0.06 -0.13 0.484
H -1.62087 -5.89861 -6.62511 -0.04 0.31 0.01 0.344
H -2.44560 -5.26816 -5.32324 0.11 0.16 -0.16 0.178
C -0.52953 1.90951 3.22685 0.53 0.77 -0.33 -0.582
O -0.63932 1.02102 2.14050 -1.31 -0.41 0.70 -0.151
C 0.56471 0.57896 1.56596 0.47 1.32 0.32 -0.563
C 0.25182 -0.39373 0.43993 -2.02 -0.57 -0.62 2.141
C 0.11876 -1.83030 0.94546 1.55 -0.42 0.55 -1.324
N 1.05277 -0.15212 -0.77093 0.60 0.14 0.80 -0.390
H 0.01838 1.50494 4.08105 -0.14 -0.30 0.08 0.334
H -1.50017 2.30587 3.52461 -0.31 -0.72 0.01 0.123
H -0.01843 2.84304 2.95525 0.46 -0.12 -0.33 0.092
H 1.02540 1.52499 1.24052 0.40 -0.22 -0.73 -0.359
H 1.26691 0.21099 2.32105 -0.23 -0.56 0.07 0.418
H -0.79979 -0.23405 0.16768 -0.07 0.84 0.15 -0.521
H 1.09391 -2.18403 1.29353 -0.02 0.12 0.40 0.205
H -0.19698 -2.61363 0.25556 -0.47 0.55 -0.43 -0.246
H -0.56435 -1.82437 1.79477 -0.05 -0.03 -0.03 0.681
H 1.20073 0.85071 -0.78121 0.14 0.02 -0.35 0.098
H 0.52449 -0.37628 -1.60406 -0.03 -0.15 0.02 0.088
C 2.16106 2.16073 6.55778 0.74 0.03 -0.38 -0.367
O 3.01356 3.21064 6.08595 0.03 -0.54 0.38 -0.342
C 4.17220 2.75893 5.40730 -0.32 0.36 -1.10 0.297
C 4.59729 3.85221 4.42660 -0.91 0.36 -1.00 0.084
C 3.49418 4.01627 3.34698 -0.60 0.41 1.43 -0.736
N 5.75035 3.44988 3.65789 1.75 -0.22 0.22 -0.557
H 2.46233 1.79350 7.54072 -0.05 0.25 0.20 0.296
H 2.23754 1.29383 5.89553 -0.18 0.02 -0.20 0.082
H 1.13550 2.52220 6.56170 0.04 0.09 0.13 0.141
H 5.02651 2.47184 6.02668 -0.19 0.01 0.48 0.406
H 3.90065 1.91252 4.76666 0.10 -0.33 0.17 -0.544
H 4.75097 4.78740 4.97432 -0.12 0.05 0.08 0.426
H 2.58735 4.30776 3.88388 -0.21 -0.19 -0.20 0.358
H 3.34858 3.04917 2.86741 -0.03 0.07 -0.15 -0.284
H 3.64487 4.80077 2.60553 0.51 -0.09 -0.01 0.403
H 6.54633 3.19453 4.24069 -0.24 -0.32 0.29 0.233
H 6.14189 4.26444 3.19552 -0.39 0.03 -0.39 0.254